This record from OMol25 describes 2 unconnected molecules or ions with the total composition C36H39N2O. The level of theory is ωB97M-V/def2-TZVPD.

Cartesian coordinates (Å):
O -3.856 1.561 1.988
N -1.032 -0.614 2.067
N -1.537 1.657 1.847
C -2.767 1.034 1.902
C 3.083 4.574 -2.458
C -0.417 0.691 1.706
C -4.407 -0.476 -2.602
C -1.816 -4.576 3.669
C 3.102 -1.675 -1.779
C 0.877 0.997 2.511
C 5.147 -2.461 -2.735
C 3.120 -0.554 -2.621
C 3.659 3.684 -1.571
C 2.395 1.878 -2.551
C -2.497 -0.456 1.844
C -2.787 1.275 -2.422
C 5.171 -1.374 -3.589
C -1.493 3.109 1.836
C -0.384 0.801 -2.429
C 4.184 -0.421 -3.525
C 1.553 2.262 1.957
C 0.537 1.181 3.995
C 1.823 2.797 -3.442
C -2.414 -5.407 2.746
C -4.099 0.869 -2.500
C -1.742 0.342 -2.458
C 2.175 4.124 -3.399
C 1.837 -0.191 2.341
C 0.713 0.002 -2.566
C -3.062 -2.707 2.816
C -2.135 -3.235 3.701
C -3.393 -1.414 -2.629
C 3.339 2.349 -1.626
C -3.334 -4.893 1.857
C -3.362 -1.241 2.830
C -2.078 -1.017 -2.558
C 4.114 -2.603 -1.828
C -3.655 -3.552 1.889
C 2.050 0.449 -2.580
H 3.796 1.650 -0.947
H 1.425 1.446 4.569
H 1.401 -1.105 2.743
H 4.367 4.034 -0.838
H -3.631 -2.462 -2.720
H 2.531 2.418 2.411
H 4.096 -3.447 -1.160
H -4.423 -1.075 2.608
H -2.552 2.323 -2.352
H 0.965 3.154 2.153
H -0.956 3.466 0.960
H 5.959 -1.278 -4.317
H -1.035 3.501 2.743
H -0.163 0.662 0.638
H 1.743 4.815 -4.104
H 4.195 0.423 -4.194
H 2.780 -0.018 2.857
H -3.804 -5.540 1.135
H -0.234 1.859 -2.307
H -2.722 -0.794 0.821
H 5.925 -3.205 -2.788
H -4.366 -3.150 1.187
H 2.057 -0.361 1.287
H -2.167 -6.456 2.723
H -2.516 3.482 1.793
H -1.095 -4.973 4.365
H -4.890 1.601 -2.490
H -3.207 -0.842 3.836
H -1.306 -1.764 -2.589
H -0.659 -1.399 1.526
H -5.437 -0.793 -2.668
H 0.571 -1.056 -2.687
H 1.694 2.187 0.879
H 1.135 2.440 -4.189
H 3.341 5.620 -2.415
H 0.124 0.265 4.416
H -1.657 -2.583 4.412
H 2.301 -1.780 -1.068
H -0.199 1.969 4.135

## Properties
Highest occupied orbital energy ... -0.39822 Eh
E ... -42986.764 eV
Charge ... +1
LUMO level ... -5.54 eV

These are the Mulliken partial charges, in e, on atoms 1 to 4: -0.716 -0.047 0.363 0.318

This record from OMol25 describes a molecular structure, C36H39N2O7P2ReSe2Te. The level of theory is ωB97M-V/def2-TZVPD.

Cartesian coordinates (Å):
Re -0.346 0.547 -0.271
Te 3.160 -3.073 -1.156
Se 0.579 0.233 2.118
Se -1.742 2.345 0.790
P -0.721 1.871 2.684
P 1.519 -1.651 -1.989
O 0.351 -1.190 -1.061
O 3.022 0.207 0.194
O -3.869 0.164 -6.387
O 1.989 -0.265 -2.625
O 0.799 -2.300 -3.276
O -6.007 -3.335 -1.373
O 0.966 1.728 -0.745
N -1.220 0.609 -2.210
N -2.028 -0.737 -0.092
C -2.187 -0.298 -2.446
C 5.146 1.133 0.675
C 2.984 0.982 -4.396
C -1.926 1.438 3.949
C -0.176 4.582 2.945
C -2.458 -1.300 1.047
C -0.675 1.266 -3.236
C -3.833 -1.770 -1.255
C 1.332 3.071 4.079
C 0.373 -3.680 -3.282
C -3.936 1.955 5.161
C 2.063 4.154 4.540
C -2.515 -0.216 -6.203
C 3.145 -0.213 -3.490
C 3.819 4.602 -1.546
C -2.622 -0.569 -3.723
C 1.550 3.828 -1.547
C 3.281 2.425 -0.599
C -1.054 -3.821 -2.805
C -1.769 0.273 4.694
C 1.947 2.639 -0.951
C 0.560 5.661 3.411
C 3.748 1.165 0.099
C -2.699 -0.048 5.674
C -3.779 0.790 5.905
C -3.569 -2.110 1.088
C 4.197 3.423 -0.921
C 2.482 4.810 -1.843
C -1.070 1.036 -4.541
C -5.510 -3.217 -0.059
C -4.281 -2.354 -0.078
C 0.209 3.287 3.280
C -2.048 0.094 -4.803
C -2.707 -0.976 -1.235
C -3.013 2.281 4.183
C 1.679 5.447 4.204
H 3.839 1.054 -5.070
H -2.577 -0.951 6.258
H -3.867 -2.546 2.033
H 2.937 3.990 5.156
H -1.718 -3.183 -3.390
H -6.242 -2.754 0.612
H 2.080 0.888 -5.000
H -1.380 -4.855 -2.922
H -1.140 -3.546 -1.751
H -1.851 0.248 -6.935
H 5.401 2.052 1.202
H 5.239 3.268 -0.673
H 1.640 2.064 4.331
H -2.487 -1.294 -6.361
H 3.227 -1.144 -4.053
H -4.504 0.537 6.668
H -4.376 -1.938 -2.171
H -1.873 -1.086 1.929
H 2.161 5.732 -2.311
H 0.497 3.972 -1.760
H -0.591 1.581 -5.344
H 0.481 -4.015 -4.312
H 4.031 -0.126 -2.859
H 5.210 0.281 1.345
H 2.928 1.905 -3.814
H 0.265 6.669 3.149
H -3.145 3.183 3.597
H -3.396 -1.304 -3.895
H -3.929 1.125 -6.403
H -1.038 4.751 2.311
H -0.922 -0.377 4.510
H -4.778 2.608 5.347
H -5.244 -4.190 0.366
H -6.797 -3.882 -1.370
H 0.107 1.970 -2.992
H 1.059 -4.259 -2.664
H 2.257 6.290 4.558
H 5.871 0.992 -0.130
H 4.558 5.354 -1.787

## Properties
Highest occupied orbital energy (alpha / beta) ... -0.32772 / -0.32775 Eh
E ... -213971.000 eV
2S+1 ... 2
Charge ... +1
LUMO level (alpha / beta) ... -3.89 / -3.53 eV

These are the Mulliken partial charges, in e, on atoms 1 to 4: 0.403 -0.313 -0.480 -0.272

This record from OMol25 describes a molecular structure, C36H39N5O5SSc. The level of theory is ωB97M-V/def2-TZVPD.

Cartesian coordinates (Å):
Sc -0.159 0.741 0.299
S 2.671 0.269 -1.111
O -1.079 2.612 4.442
O -0.073 0.961 -1.891
O -1.787 -0.267 -0.405
O -0.242 3.084 -0.102
O -0.712 1.090 2.118
N -0.616 -2.156 0.173
N 2.041 1.015 1.684
N -0.081 -1.243 1.100
N 3.007 -1.096 1.249
N 3.504 -2.252 -0.507
C -3.353 -1.794 -2.205
C -0.394 0.887 -3.073
C 2.794 0.008 2.113
C -0.627 -2.680 -5.371
C 2.527 2.159 3.745
C -0.326 0.797 5.712
C 0.274 -1.292 4.722
C 0.018 -2.692 -4.141
C -0.467 0.562 3.305
C 0.742 4.126 -0.271
C -2.410 -2.400 -1.384
C 3.270 1.078 4.187
C 1.950 2.081 2.501
C -4.096 -3.950 -2.973
C 3.388 -2.372 1.685
C -1.543 3.702 0.047
C -1.552 -1.553 -0.504
C -2.325 -3.793 -1.348
C 2.073 3.594 -0.723
C 3.428 -0.003 3.347
C -0.025 -0.772 3.455
C -1.049 -0.333 -5.130
C -0.655 1.316 4.481
C -3.165 -4.562 -2.140
C -0.424 -0.343 -3.881
C 3.041 -1.036 -0.122
C 0.121 -1.528 -3.399
C -0.799 2.169 -3.738
C 3.690 -3.079 0.596
C -1.154 -1.496 -5.869
C -2.352 2.862 3.825
C -0.085 -1.660 2.307
C 3.846 -2.593 -1.884
C 0.157 -0.509 5.846
C -4.192 -2.565 -3.002
C -2.666 2.702 -0.049
H -1.875 2.149 -3.943
H 1.965 3.030 -1.650
H -4.930 -2.083 -3.635
H 1.347 2.905 2.133
H -0.724 -3.596 -5.946
H 3.729 1.079 5.167
H -1.645 4.444 -0.740
H -0.282 2.297 -4.690
H 4.307 -1.734 -2.361
H 0.402 -0.904 6.826
H -3.427 -0.712 -2.208
H -3.108 -5.645 -2.091
H -2.626 1.958 0.743
H -0.469 1.436 6.580
H -2.656 2.192 -1.007
H 2.389 3.045 4.356
H -1.569 4.223 1.001
H -1.478 0.581 -5.523
H 4.017 -4.104 0.506
H -1.600 -4.255 -0.690
H 0.822 4.678 0.667
H 4.046 -0.844 3.636
H -4.753 -4.553 -3.593
H -2.663 3.847 4.160
H -2.284 2.838 2.743
H 2.966 -2.866 -2.452
H -0.580 3.007 -3.081
H 4.545 -3.424 -1.870
H -3.614 3.227 0.050
H 0.608 -1.528 -2.438
H -3.088 2.123 4.147
H 2.545 2.948 0.014
H 0.363 4.813 -1.023
H 3.378 -2.663 2.723
H -0.292 -2.714 2.467
H 0.605 -2.326 4.797
H 0.416 -3.624 -3.752
H -1.651 -1.481 -6.832
H 2.733 4.443 -0.910

## Properties
Highest occupied orbital energy ... -0.38630 Eh
E ... -87187.977 eV
Charge ... +1
LUMO level ... -2.66 eV

These are the natural (NBO) partial charges, in e, on atoms 1 to 4: 1.867 -0.216 -0.517 -0.664